No. 1
ORCA calculation (ωB97M-V with the def2-TZVPD basis set) on a structure of composition C21H18N4O3PtS.

Last column: natural (NBO) charge in e.
Geometry (Å):
C: -0.122299 0.008918 -1.243331  0.09
C: -0.311471 -0.162479 4.139898  -0.03
H: 0.095391 -1.050911 -5.735207  0.21
C: 0.897064 -0.337384 3.469785  0.16
O: 0.591214 -0.091874 -0.025238  -0.74
O: -1.110996 -1.916572 -0.242305  -0.76
H: 1.200567 4.385660 -1.663677  0.21
C: -1.991798 3.288281 -1.861656  -0.22
H: 2.298297 -2.145603 -5.502997  0.21
N: -1.373391 -0.763683 3.579449  -0.14
H: -4.873445 -1.290970 5.088617  0.41
H: 1.021195 0.754332 0.146707  0.48
H: 1.593765 1.991113 -1.404692  0.21
C: -0.488181 1.457079 -1.487884  -0.05
C: 1.838724 -1.674525 -4.648238  -0.22
H: 4.201466 0.409842 3.297219  0.23
C: -1.774956 1.933352 -1.672923  -0.15
C: 0.597724 -1.071661 -4.778155  -0.20
H: 4.053723 -1.394542 1.576786  0.23
H: -2.604958 1.245557 -1.686113  0.24
N: -4.709382 -1.621959 4.154004  -0.77
C: -0.934563 4.181121 -1.853852  -0.22
C: -1.340156 -1.029787 -1.106969  0.81
S: -3.372945 -1.890681 1.876758  -0.16
C: 1.879930 -1.118366 -2.315118  -0.17
N: -2.536321 -0.849881 4.224431  -0.42
N: 0.826299 -1.212388 2.396220  -0.46
H: -0.431960 0.375180 5.065366  0.22
C: 0.622466 -0.546444 -2.433969  -0.06
C: 0.577633 2.358449 -1.502093  -0.23
C: -3.521504 -1.362018 3.563940  0.32
C: 3.256746 -0.072008 3.100912  -0.15
C: 1.946095 -1.587372 1.781759  0.09
H: -1.106952 5.237816 -1.993914  0.21
H: 3.459647 -2.140262 -3.327970  0.21
H: -5.494233 -1.823519 3.560304  0.41
H: 2.160200 0.994556 4.595590  0.23
C: -0.007721 -0.506925 -3.674366  -0.19
O: -2.268710 -0.936203 -1.876484  -0.64
H: -3.000592 3.642828 -2.008786  0.21
H: 1.824645 -2.310302 0.986062  0.24
C: 0.356400 3.710917 -1.674337  -0.21
Pt: -1.106286 -1.413933 1.746887  0.82
H: 2.373134 -1.119790 -1.354826  0.20
C: 2.484829 -1.683425 -3.423816  -0.23
H: -0.983705 -0.055154 -3.748800  0.24
C: 3.174130 -1.060827 2.097807  -0.26
C: 2.135239 0.266446 3.799213  -0.23

Cartesian forces (eV/Å) of the 2 atoms listed first:
-1.3 -0.6 -0.1
-3.7 -0.6 0.0

Results
- Highest occupied orbital energy: -8.0 eV
- LUMO level: -1.5 eV
- E: -48254.153 eV
- Maximum force: 3.75 eV Å⁻¹

=====

No. 2
ORCA calculation (ωB97M-V with the def2-TZVPD basis set) on the molecule C21H18N4O3S.

Last column: natural (NBO) charge in e.
Geometry (Å):
H: 3.282203 -1.385119 -0.543480  0.44
C: 6.863938 0.353621 2.264922  -0.19
H: -6.768231 0.212805 0.470222  0.25
H: -7.885037 2.422529 0.343373  0.22
C: -0.623835 -1.429435 -0.070063  -0.31
C: 4.880079 -0.027777 -2.070679  -0.16
H: -6.543402 4.455647 -0.061015  0.22
C: -4.681621 -3.761384 0.757849  -0.64
H: 4.723765 1.978904 -0.496418  0.22
C: 5.330059 1.511218 0.263306  -0.27
N: 1.482063 -0.465710 -0.632061  -0.45
H: 7.460114 -0.101837 3.041295  0.22
S: -1.406932 0.148473 -0.201092  0.40
H: 6.663232 2.225082 3.290432  0.21
H: 5.371483 0.890023 -2.416050  0.21
C: 0.816988 -1.588915 -0.237801  0.63
N: 2.839704 -0.552837 -0.917953  -0.44
C: -1.500464 -2.442599 0.191479  -0.13
H: 4.949434 -0.776877 -2.866779  0.22
H: -2.994835 2.092738 -0.216178  0.21
H: -4.216997 -4.180584 1.649083  0.23
O: 5.536267 -0.594540 -0.964808  -0.50
C: -4.171063 -2.391634 0.510449  0.19
C: -2.924790 -0.594747 0.103605  0.01
H: 1.046177 0.346222 -1.053308  0.42
H: -4.098675 4.275600 -0.340245  0.22
N: -4.965402 -1.346094 0.464808  -0.26
C: 3.401674 0.267509 -1.824043  0.62
C: -4.690510 3.390440 -0.163009  -0.19
H: -4.441634 -4.408655 -0.084622  0.23
C: -6.062535 3.490965 -0.006349  -0.22
C: 6.417126 1.658278 2.405620  -0.24
C: -4.823484 1.016686 0.136083  0.22
C: -4.064716 2.159245 -0.093518  -0.26
C: 6.553034 -0.369596 1.131814  -0.26
N: -4.223309 -0.240862 0.218906  -0.21
H: 5.295176 3.241609 1.506204  0.22
H: 6.894142 -1.384558 1.002636  0.22
O: 1.413247 -2.626622 -0.004797  -0.62
C: -6.203550 1.113489 0.293062  -0.25
C: 5.786381 0.207407 0.121112  0.29
C: 5.652110 2.227449 1.405184  -0.20
H: -5.758560 -3.728406 0.892379  0.24
C: -6.814994 2.349433 0.220936  -0.19
O: 2.787644 1.162284 -2.372228  -0.63
C: -2.830016 -1.982589 0.287705  -0.19
H: -1.182308 -3.462789 0.301994  0.25

Cartesian forces (eV/Å) of the 2 atoms listed first:
0.0 0.2 -0.1
0.0 0.0 0.0

Results
- Highest occupied orbital energy: -8.3 eV
- SMILES: Cc1nn(-c2ccccc2)c2sc(C(=O)NNC(=O)COc3ccccc3)cc12
- Energy above the lowest of the compared OMol25 structures with the same formula, charge and spin: 39.7 kcal/mol
- LUMO level: 0.2 eV
- E: -45006.756 eV
- Maximum force: 1.07 eV Å⁻¹

=====

No. 3
ORCA calculation (ωB97M-V with the def2-TZVPD basis set) on a structure of composition C21H19BF4IIrN6O4S.

Last column: Mulliken spin population.
Geometry (Å):
H: -2.096924 -6.077524 -0.128727  0.00
H: 3.047154 -0.513768 -2.979426  0.00
N: -0.926357 -1.858747 -0.798921  0.01
F: 0.960636 -1.727186 1.454769  0.03
H: 2.176054 -2.520525 -0.904740  0.00
C: -1.384417 -0.562131 2.633445  -0.01
H: 1.461579 6.344068 -0.181719  0.00
O: -0.981193 3.334319 2.128802  0.00
O: 0.761951 4.006323 0.684526  0.00
N: 3.602106 2.057049 -2.267808  0.00
H: -4.460626 -5.526231 0.380630  0.00
N: -0.278029 -3.971846 -0.854552  0.00
H: -2.037490 -0.939750 4.623001  0.00
C: -2.802760 0.658319 1.260691  0.00
F: 3.017768 -0.875579 0.878366  0.00
N: -1.652431 -0.011557 1.437695  0.03
C: 2.668141 1.209361 -1.816791  0.00
C: 3.213388 3.334826 -1.863374  0.00
O: -1.093839 2.710796 -0.273730  0.02
H: 4.434235 1.804338 -2.777948  0.00
H: 0.362998 4.318808 -1.320173  0.00
I: -5.507549 1.785287 1.887024  0.00
C: -2.024886 -2.665139 -0.445293  0.01
H: 1.531368 -2.740995 -2.536386  0.00
C: 1.942089 5.522303 -0.697329  0.00
H: 0.705188 -0.522299 -2.465501  0.00
H: 3.339730 -0.674981 -1.234458  0.00
C: -3.740633 0.767592 2.267060  0.00
C: 3.093947 5.691989 -1.377937  0.00
Ir: -0.256665 -0.048487 -0.005542  0.89
C: 1.220518 4.219104 -0.618069  0.00
H: 4.723820 4.722050 -2.466403  0.00
C: -3.369957 -2.369798 -0.240668  -0.01
H: -3.754893 -1.369436 -0.353703  0.00
C: 3.769726 4.572337 -1.974322  0.00
N: 1.333860 -0.773683 -1.709824  0.00
H: -0.433945 -1.066332 2.725129  0.00
C: -4.219794 -3.414524 0.064638  0.00
C: 1.998132 3.107169 -1.181687  0.00
C: -3.484645 0.185261 3.498151  0.00
C: 1.369663 -2.234066 -1.576852  0.01
C: 2.663713 -0.259176 -1.984003  0.00
H: 0.369084 -4.743594 -0.868289  0.00
C: -2.448111 -5.054440 -0.136354  0.00
F: 2.692482 -3.152439 0.938248  0.00
H: -2.943838 1.125967 0.297961  0.00
H: -5.268849 -3.208657 0.230444  0.00
H: 3.555264 6.666763 -1.442684  0.00
C: 0.063092 -2.691528 -1.041032  0.00
F: 2.739898 -1.932373 2.899055  0.00
C: -3.762638 -4.736784 0.137983  0.00
N: 1.679686 1.834046 -1.172588  0.01
H: -4.203136 0.258802 4.303085  0.00
O: 0.481365 1.602673 1.179936  0.00
S: -0.347505 2.823410 0.968809  -0.01
B: 2.392496 -1.940413 1.582133  0.02
C: -1.603272 -3.996347 -0.441260  0.00
C: -2.286747 -0.482623 3.676514  0.00

Cartesian forces (eV/Å) of the 2 atoms listed first:
0.0 0.0 0.0
-0.1 -0.1 0.0

Results
- Highest occupied orbital energy (spin up / spin down): -11.3 / -11.1 eV
- Multiplicity: 2
- Energy above the lowest of the compared OMol25 structures with the same formula, charge and spin: 53.4 kcal/mol
- Total charge: +1
- LUMO level (spin up / spin down): -5.5 / -5.5 eV
- E: -72536.984 eV
- Maximum force: 1.10 eV Å⁻¹